1.
# C24H40O4

One molecule with the formula C24H40O4 (ωB97M-V with the def2-TZVPD basis set, the Open Molecules 2025 dataset).

Geometry as ORCA input:
```
! RIJCOSX wB97M-V def2-TZVPD def2/J DEFGRID3
* xyz 0 1
C 0.68811 -1.24070 4.70237
H 1.31294 -1.83065 5.36644
H -0.20261 -1.82179 4.47310
H 0.38682 -0.34096 5.23402
C 1.44152 -0.87218 3.42216
H 1.63927 -1.80017 2.87357
C 0.51953 -0.01841 2.52798
H -0.49332 -0.39452 2.71146
C 0.49283 1.50075 2.80512
H -0.23580 1.73041 3.58179
H 1.45838 1.86111 3.15246
C 0.11042 2.17496 1.47076
C -0.24939 1.00348 0.55743
C -0.26132 1.21969 -0.95180
H 0.74125 1.48877 -1.28878
C -1.18584 2.38716 -1.32313
C -1.31546 2.51804 -2.84432
H -0.35408 2.85175 -3.23682
C -1.72940 1.21622 -3.53891
C -3.20509 0.90582 -3.26400
C -3.67077 -0.36674 -3.97058
C -2.78862 -1.53490 -3.53172
C -1.33167 -1.22446 -3.84858
H -0.70748 -2.08051 -3.59243
H -1.24575 -1.07908 -4.92885
C -0.79084 0.04655 -3.16242
C 0.59917 0.29459 -3.76925
H 1.12138 1.11489 -3.28827
H 1.21496 -0.59746 -3.68765
H 0.50351 0.53337 -4.82673
C -0.72693 -0.08961 -1.61966
H -1.74358 -0.26118 -1.25709
C 0.12297 -1.28299 -1.15735
H 1.12730 -1.20649 -1.57140
H -0.31828 -2.20465 -1.53934
C 0.21566 -1.41117 0.36664
H 0.88034 -2.24305 0.61199
C 0.71197 -0.11130 0.99665
C 2.16295 0.14566 0.58985
H 2.79609 -0.66110 0.95089
H 2.26905 0.18887 -0.48941
H 2.52540 1.08512 0.99438
H -0.77320 -1.64825 0.76710
H -2.92233 -1.70902 -2.46141
H -3.09725 -2.44137 -4.05677
O -5.04151 -0.61578 -3.74122
H -5.17372 -0.72442 -2.79209
H -3.59397 -0.24007 -5.05657
H -3.37343 0.79260 -2.19250
H -3.81634 1.74333 -3.61079
H -1.63342 1.37586 -4.62071
H -2.04811 3.29737 -3.07663
O -2.43407 2.20847 -0.68076
H -3.01564 2.92812 -0.94687
H -0.72847 3.31759 -0.94237
H -1.26095 0.68659 0.83052
H -0.72868 2.85799 1.59042
H 0.94763 2.74226 1.06151
C 2.79129 -0.23088 3.78180
C 3.91036 -1.26392 3.97630
C 3.78463 -2.02667 5.26816
O 3.78294 -1.54758 6.37035
O 3.69904 -3.35004 5.06277
H 3.63584 -3.82419 5.90713
H 4.86687 -0.73725 4.01817
H 3.93276 -1.97428 3.14976
H 2.69127 0.34712 4.70207
H 3.11286 0.44328 2.99203
*
```

Output
SMILES: C[C@H](CCC(=O)O)[C@H]1CC[C@H]2[C@@H]3[C@H](O)C[C@@H]4C[C@H](O)CC[C@]4(C)[C@H]3CC[C@]12C
energy: -33729.4013 eV

Here are the natural (NBO) charges for atoms 1 to 6, given in e:
1. C -0.599
2. H 0.206
3. H 0.206
4. H 0.204
5. C -0.213
6. H 0.195

***

2.
# C24H41ErF3P2

C24H41ErF3P2 as an isolated structure in a non-equilibrium geometry (ωB97M-V with the def2-TZVPD basis set, the Open Molecules 2025 dataset).

Geometry as ORCA input:
```
! RIJCOSX wB97M-V def2-TZVPD def2/J DEFGRID3
* xyz 1 4
Er 1.48716 -0.30546 1.22702
C -0.46306 -0.88438 2.65622
C -0.16978 -2.07170 1.89275
C 1.67040 -1.61882 3.23109
C 0.68006 -0.60897 3.47717
C 1.14702 -2.52356 2.25023
C -1.77595 -0.18242 2.81324
H -2.52697 -0.54951 2.10372
H -1.66399 0.90432 2.66652
H -2.19142 -0.30983 3.82653
C 0.81685 0.50605 4.45080
H -0.15115 0.99324 4.61595
H 1.52563 1.27301 4.09634
H 1.18881 0.13574 5.41569
C 2.95785 -1.74389 3.97152
H 2.77391 -1.68967 5.05643
H 3.66034 -0.93237 3.71747
H 3.44125 -2.70655 3.76153
C 1.78885 -3.79804 1.82312
H 2.19595 -4.34005 2.68969
H 2.61880 -3.62853 1.11679
H 1.05908 -4.46267 1.34697
C -1.09570 -2.82129 1.00681
H -1.07720 -3.89543 1.22365
H -0.82856 -2.70454 -0.05169
H -2.13138 -2.48298 1.13928
C -2.47905 2.76632 0.48083
C -3.66366 2.33793 0.05518
C -3.85307 1.30862 -1.02307
C -3.05911 1.47354 -2.34710
C -1.81977 0.53605 -2.45563
C -1.26075 0.08369 -1.15476
C -0.76799 1.08134 -0.11586
C -1.22054 2.54036 -0.28948
H -4.92124 1.32716 -1.29612
H -2.81575 2.52710 -2.52273
H -3.67188 0.30583 -0.61343
H -1.27147 2.78155 -1.35742
H -2.34369 3.36107 1.40163
H -4.59278 2.73526 0.47582
H -0.43391 3.19446 0.12065
H -1.15687 0.72401 0.84591
H -1.69683 -0.82915 -0.71575
H 0.36830 1.17724 -0.04289
H -3.73271 1.18489 -3.17087
H -2.15822 -0.35316 -3.02542
P -0.27099 1.07203 -3.30128
C -0.18774 2.85021 -3.61371
C -0.34084 0.27900 -4.93699
P 1.07624 -0.76470 -1.30617
C 1.26890 0.59641 -2.55802
C 0.75664 -2.19855 -2.37874
C 2.91631 -1.03347 -1.02880
H 0.64826 3.27433 -3.03546
H -1.12390 3.37506 -3.38174
H 0.02510 2.96349 -4.68671
H 0.18883 0.93048 -5.65124
H -1.38790 0.18559 -5.27122
H 0.13106 -0.71386 -4.93498
H 3.30831 -1.10062 -2.05065
H 3.12463 -1.97957 -0.49886
H 3.45641 -0.19773 -0.54116
H 1.73274 1.47820 -2.08227
H 1.94954 0.25497 -3.36082
H 1.37208 -3.03336 -2.01154
H 1.04071 -1.98719 -3.42043
H -0.29745 -2.49779 -2.33999
F 3.72684 1.63092 2.88577
C 2.83358 1.74306 1.81266
F 2.03899 2.84443 2.15514
F 3.62786 2.21288 0.76284
*
```

Output
<S²>: 3.7536
energy: -79895.5442 eV

Here are the Mulliken charges for atoms 1 to 6, given in e:
1. Er 0.618
2. C 0.538
3. C 1.273
4. C 0.732
5. C -0.082
6. C 0.720

***

3.
# C24H41MnN12O2S2Si

C24H41MnN12O2S2Si as an isolated structure (ωB97M-V with the def2-TZVPD basis set, the Open Molecules 2025 dataset).

Geometry as ORCA input:
```
! RIJCOSX wB97M-V def2-TZVPD def2/J DEFGRID3
* xyz 1 2
Mn -0.72212 -0.53080 -0.94624
C -3.71491 2.95992 0.49360
N -3.23463 2.97275 -0.87956
C -3.95041 3.81623 -1.83216
C -2.47371 1.92548 -1.30937
N -2.17448 0.88289 -0.62352
N -1.99056 2.07029 -2.60499
C -1.49464 1.06041 -3.41009
N -1.38987 1.42986 -4.72524
N -1.14518 -0.07115 -2.93147
H -4.00571 3.96970 0.77164
H -2.91744 2.65267 1.16745
H -4.57227 2.29326 0.62850
H -3.28854 4.52953 -2.33137
H -4.68748 4.39970 -1.28889
H -4.47833 3.22549 -2.58340
H -2.66370 0.81939 0.25999
H -2.04484 2.98586 -3.01515
H -2.04367 2.09241 -5.10689
H -1.04516 0.74128 -5.37155
H -0.90575 -0.75249 -3.64308
C 2.52862 -1.85322 5.53182
Si 1.17426 -1.48209 4.28786
C 0.35056 0.12100 4.80034
C -0.06187 -2.88561 4.25817
C 1.98321 -1.36410 2.58489
C 3.32810 -1.66515 2.42435
C 3.91816 -1.66196 1.16240
C 3.10621 -1.37769 0.08451
N 1.80240 -1.10672 0.18751
C 1.25633 -1.07409 1.41036
S -0.44044 -0.66833 1.43939
H 2.14111 -1.71556 6.54370
H 3.38509 -1.18480 5.41998
H 2.88973 -2.88127 5.45705
H 0.07970 0.06219 5.85742
H -0.54983 0.32028 4.21901
H 1.03496 0.97006 4.68711
H -0.48502 -3.06204 5.24994
H 0.41321 -3.81105 3.92469
H -0.87945 -2.65621 3.57391
H 3.93453 -1.90882 3.28824
H 4.96813 -1.88169 1.02591
H 3.52158 -1.37437 -0.91840
S -3.61303 -4.02289 -0.18087
C -4.05772 -3.16714 -1.59471
C -3.24713 -2.09479 -1.74963
N -2.28499 -1.94667 -0.77736
C -2.37065 -2.90420 0.10332
H -4.87931 -3.47611 -2.21809
H -3.30992 -1.36736 -2.54256
H -1.70178 -2.97554 0.94700
N 0.64297 1.20060 -1.03774
C 1.09336 2.02470 -0.37134
N 1.61523 2.96827 0.39109
C 1.52198 2.70546 1.84762
C 0.14602 3.09763 2.34064
O -0.15975 4.44214 2.00725
C -0.12275 4.66740 0.60978
C 1.25436 4.35455 0.04461
H 2.29648 3.30265 2.32765
H 1.71106 1.64664 2.02973
H 0.08596 3.02100 3.42686
H -0.59319 2.41301 1.89804
H -0.37731 5.71380 0.44712
H -0.87685 4.03801 0.10613
H 2.00721 5.00179 0.49447
H 1.28915 4.47763 -1.03739
C 3.42839 -2.99650 -3.91389
N 2.21186 -3.03598 -3.13524
C 1.53034 -4.23362 -2.69523
C 0.30941 -3.64464 -1.98341
O -0.52603 -4.30873 -1.42423
N 0.35149 -2.26313 -2.10344
C 1.47555 -1.98066 -2.75859
N 1.84542 -0.72164 -3.05350
H 3.85811 -3.99444 -3.93550
H 4.16905 -2.33472 -3.45781
H 3.24532 -2.67768 -4.94234
H 2.13063 -4.81999 -1.99817
H 1.21752 -4.86947 -3.52531
H 1.43308 -0.00939 -2.45773
H 2.79457 -0.56139 -3.34555
*
```

Output
<S²>: 0.8494
energy: -108396.2044 eV

Here are the Mulliken charges for atoms 1 to 6, given in e:
1. Mn 0.153
2. C -1.177
3. N 0.346
4. C -1.156
5. C 0.225
6. N -0.035

***

4.
# C24H41N2O7

A 3-piece molecular cluster, C24H41N2O7 overall in a non-equilibrium geometry (ωB97M-V with the def2-TZVPD basis set, the Open Molecules 2025 dataset).

Geometry as ORCA input:
```
! RIJCOSX wB97M-V def2-TZVPD def2/J DEFGRID3
* xyz 1 1
C 6.03912 -2.81547 -0.70215
C 7.00788 -1.53539 -0.64480
C 6.09888 -0.27075 -0.17151
C 4.92761 0.02166 -1.22513
C 4.30955 1.48284 -0.86317
C 2.74271 1.42650 -0.50179
C 1.79083 2.04344 -1.66305
C 0.44672 1.17626 -1.75478
C -0.45191 1.55857 -0.45941
C -1.78736 2.27337 -0.99358
C -2.96590 2.10737 0.08583
C -4.10875 1.17309 -0.58782
C -4.65002 0.21616 0.61258
C -3.82372 -1.19014 0.66173
C -4.81298 -2.27362 -0.01967
C -4.40322 -2.74533 -1.41666
C -5.46692 -3.75445 -2.00074
O -5.36694 -4.31630 -3.28319
C -6.62019 -3.98270 -0.98899
N -6.83241 -3.49352 0.29209
N -5.92696 -2.64363 0.76308
H 5.63001 -2.90691 -1.76718
H 5.20743 -2.69115 0.07751
H 6.59632 -3.77298 -0.43476
H 7.86314 -1.66262 0.10132
H 7.35638 -1.29499 -1.70271
H 6.74870 0.65576 -0.03432
H 5.61817 -0.48846 0.85008
H 4.14461 -0.81707 -1.09717
H 5.29110 -0.03739 -2.30319
H 4.55060 2.21808 -1.70094
H 4.85254 1.83981 0.08967
H 2.44032 0.34874 -0.25669
H 2.60894 2.03528 0.46737
H 2.31192 2.08003 -2.67482
H 1.57970 3.13640 -1.35790
H 0.70084 0.05328 -1.69460
H -0.11858 1.36427 -2.72920
H -0.66879 0.67482 0.22643
H 0.11532 2.35113 0.15620
H -1.56712 3.37799 -1.15408
H -2.09592 1.84579 -2.01309
H -3.47706 3.12378 0.26310
H -2.65353 1.61209 1.06064
H -3.74570 0.56749 -1.48034
H -5.01417 1.79227 -0.91270
H -5.75137 -0.01312 0.34973
H -4.65983 0.75808 1.61340
H -2.82803 -1.12506 0.09794
H -3.57150 -1.50297 1.73007
H -3.48270 -2.41951 -1.99885
H -5.28214 -3.52894 -3.88270
H -7.44400 -4.69112 -1.36621
H -6.05882 -2.25548 1.71463
C -8.83467 1.98128 -0.74146
C -9.07404 2.30644 0.70227
O -7.80683 2.78228 1.13715
C -7.14680 3.23164 0.03481
O -6.11943 3.85086 0.06625
O -7.80372 2.88873 -1.10701
H -9.72236 2.13370 -1.35657
H -8.47322 0.95844 -0.88644
H -9.81457 3.09992 0.83566
H -9.38150 1.43434 1.28106
C 9.73454 -1.49218 4.36085
C 10.03612 -0.78759 3.07244
O 8.74607 -0.57437 2.51513
C 7.85683 -0.58534 3.54572
O 6.70685 -0.27058 3.44802
O 8.44511 -0.99940 4.70057
H 10.45793 -1.25927 5.14330
H 9.67777 -2.57798 4.24132
H 10.51882 0.18154 3.22804
H 10.65433 -1.38774 2.40341
*
```

Output
energy: -42852.9508 eV

Here are the Mulliken charges for atoms 1 to 6, given in e:
1. C -0.952
2. C -0.305
3. C -0.731
4. C -0.503
5. C -0.648
6. C -0.591

***

5.
# C24H42Cl3CrN4O3SSi

C24H42Cl3CrN4O3SSi as an isolated structure in a non-equilibrium geometry (ωB97M-V with the def2-TZVPD basis set, the Open Molecules 2025 dataset).

Geometry as ORCA input:
```
! RIJCOSX wB97M-V def2-TZVPD def2/J DEFGRID3
* xyz -1 5
C -2.61647 -2.38136 -3.86524
C -1.38784 -2.88663 -3.18655
H -2.44566 -1.61450 -4.65082
H -3.25692 -1.92751 -3.09204
H -3.16031 -3.22431 -4.30583
C -0.79650 -4.02629 -3.48378
C -1.23803 -4.94653 -4.60026
H -0.04502 -4.47771 -2.81889
H -1.12567 -4.47305 -5.59196
H -2.28780 -5.25607 -4.44122
H -0.66018 -5.87713 -4.58777
Cr -0.99192 2.56931 0.87703
Cl -2.71963 2.07013 2.23225
Cl -1.01021 4.53922 -0.22878
H 2.12325 5.95203 3.86998
H -0.70668 6.67158 4.23557
C 1.80276 5.57592 2.88396
C -0.41942 6.59732 3.17935
N 0.35448 5.39336 2.93906
H 2.32086 4.64132 2.63882
C -0.23869 4.21936 2.74528
O 0.35438 3.20079 2.26714
H -1.32305 6.61695 2.56046
H -1.32879 4.16952 2.91915
H 2.00575 6.35827 2.13574
H 0.22765 7.43684 2.92512
H 2.00884 0.24401 -2.54852
H 2.42072 -2.28904 -0.60260
C 2.97957 0.32455 -2.03546
C 3.28727 -1.61365 -0.51109
N 2.89238 -0.22527 -0.70169
H 3.31468 1.36443 -2.02086
C 2.22477 0.40359 0.30547
O 1.60397 1.45363 0.27812
H 3.70587 -1.74083 0.49789
H 2.31210 -0.20182 1.24365
H 3.70115 -0.26019 -2.60832
H 4.04786 -1.88629 -1.25240
O 0.00719 -1.00907 -2.48793
C -0.92294 -1.91962 -2.03815
C 0.32565 -3.61858 -0.43970
C -0.68313 -2.66703 -0.66458
H 1.05727 -3.80351 -1.23316
C 0.37494 -4.36420 0.75963
H -1.81853 -1.29670 -1.80697
C -1.63349 -2.51694 0.33967
H 1.20776 -5.07226 0.92096
C -0.61302 -4.20762 1.73880
C -1.62441 -3.27203 1.52843
H -2.40772 -1.76183 0.18779
H -0.60449 -4.81695 2.65568
H -2.41346 -3.12093 2.28772
Si -0.18598 1.54015 -3.15179
Cl -1.45887 1.08317 -0.60684
C 1.06909 2.79065 -2.47450
C -1.61250 2.74662 -3.56536
C 0.05205 0.46730 -4.65218
H 1.50003 2.57097 -1.47753
H 0.58004 3.76697 -2.35191
H 1.89284 2.97141 -3.17938
H 1.02989 -0.02793 -4.61917
H 0.03137 1.07156 -5.56993
H -0.74445 -0.28918 -4.74220
H -1.50505 3.71794 -3.05376
H -2.59877 2.34367 -3.31258
H -1.58934 2.98533 -4.64240
C 0.65318 -2.78061 4.86302
N 0.07092 -1.44734 4.86093
C -0.52934 -0.81875 5.92623
C -1.09525 0.33059 5.46133
N -0.86253 0.35618 4.10237
C -0.14434 -0.74073 3.70982
S 0.33246 -1.21532 2.20100
H -0.09512 -3.53624 4.58671
H 1.46814 -2.82588 4.13904
H 1.01898 -2.98464 5.87439
H -0.50759 -1.24540 6.92152
H -1.59933 1.13595 5.95584
H -1.35163 0.98682 3.44918
*
```

Output
<S²>: 6.0138
energy: -122377.3782 eV

Here are the Mulliken charges for atoms 1 to 6, given in e:
1. C -1.409
2. C 0.587
3. H 0.178
4. H 0.290
5. H 0.445
6. C 0.194

***

6.
# C24H42Cl3IrN4O3SSi

C24H42Cl3IrN4O3SSi as an isolated structure in a non-equilibrium geometry (ωB97M-V with the def2-TZVPD basis set, the Open Molecules 2025 dataset).

Geometry as ORCA input:
```
! RIJCOSX wB97M-V def2-TZVPD def2/J DEFGRID3
* xyz 0 5
C 2.99807 3.13316 1.93203
C 2.89455 2.00014 0.97351
H 3.54128 2.89053 2.85350
H 2.02726 3.53484 2.23003
H 3.55218 3.88204 1.35723
C 3.88941 1.11330 0.76412
C 5.29191 1.52481 0.96773
H 3.68827 0.13368 0.32988
H 5.53351 1.69480 2.02271
H 5.49068 2.45638 0.42575
H 5.93827 0.73767 0.59083
Ir -2.66553 3.12585 -1.85673
Cl -3.03856 3.18190 -4.15275
Cl -0.96738 -0.06633 1.20122
C -1.32561 -0.98878 -2.39951
O -1.39522 -1.35968 -1.22473
N -1.21097 -1.83235 -3.45731
C -0.87804 -3.22397 -3.25431
C -1.11268 -1.31559 -4.80645
H -1.38961 0.09375 -2.68185
H -1.30766 -3.57266 -2.31607
H 0.20510 -3.38828 -3.22103
H -1.27653 -3.78826 -4.09852
H -1.76075 -0.43930 -4.89917
H -1.41707 -2.11019 -5.48960
H -0.09388 -1.00526 -5.06600
H 2.81138 -1.04320 3.17833
H 4.14912 -2.12514 0.85830
C 2.59198 -2.12396 3.17258
C 3.50664 -2.98748 1.05439
N 2.33278 -2.57137 1.81333
H 1.72915 -2.30856 3.82202
C 1.06052 -2.98898 1.44179
O 0.09803 -3.02423 2.18258
H 3.21199 -3.40695 0.08938
H 1.02164 -3.27034 0.35294
H 3.47958 -2.66058 3.52944
H 4.10172 -3.72002 1.60510
O 0.97892 1.24550 1.77643
C 1.48289 1.66536 0.46133
C 1.87841 -0.52004 -0.87574
C 1.47654 0.82768 -0.86697
H 1.95834 -1.03412 0.08574
C 2.27004 -1.18950 -2.03130
H 0.95819 2.60921 0.19053
C 1.25283 1.40436 -2.13532
H 2.69629 -2.19477 -1.93748
C 2.15984 -0.55045 -3.26128
C 1.60395 0.72970 -3.32162
H 0.77947 2.39182 -2.24575
H 2.48669 -1.08899 -4.14240
H 1.47974 1.22593 -4.29798
Si -0.67047 1.33417 2.78873
Cl -1.94629 4.84961 -0.84847
C -1.88291 0.31177 4.02757
C -1.90628 2.82509 2.56370
C 0.42161 2.01912 4.15831
H -2.40322 -0.54879 3.60810
H -2.60385 1.10229 4.25403
H -1.45383 0.03140 4.98855
H 0.91542 1.11809 4.52603
H -0.14833 2.54255 4.92719
H 1.10623 2.67452 3.61940
H -2.73990 2.60490 1.89666
H -1.34362 3.68101 2.19256
H -2.27734 3.08236 3.55407
C -4.38773 -0.95657 0.72219
N -4.72275 -0.68374 -0.66197
C -5.62947 -1.42273 -1.44764
C -5.56226 -0.80448 -2.70727
N -4.63526 0.22985 -2.62735
C -4.13487 0.30920 -1.36100
S -3.07940 1.49833 -0.54938
H -3.37175 -1.43848 0.79089
H -4.41074 0.00673 1.30790
H -5.17329 -1.65650 1.05406
H -6.17158 -2.23967 -1.00646
H -6.11250 -1.07745 -3.58386
H -4.44329 0.90435 -3.40942
*
```

Output
<S²>: 6.0248
energy: -96788.2204 eV

Here are the Mulliken charges for atoms 1 to 6, given in e:
1. C -1.917
2. C 0.403
3. H 0.347
4. H 0.549
5. H 0.458
6. C 0.707